# 1
Molecular formula: C46H39NO15S
Method: DFT, ωB97M-V/def2-TZVPD

```
102
Properties=species:S:1:pos:R:3:mulliken_charge:R:1
C 2.37460 -2.05534 -1.20978 -0.911
C 1.77269 -3.03304 -2.13291 0.329
O 0.94599 -4.05917 -1.54815 -0.196
S 0.70372 -5.38152 -2.57995 0.575
O 1.73119 -5.39405 -3.71302 -0.532
O -0.78843 -5.25859 -3.40360 -0.356
C -1.86420 -4.89801 -2.46496 -0.661
C -2.04221 -3.30234 -2.53786 0.290
C -3.46419 -2.75692 -2.01066 -0.603
C -3.28368 -1.15148 -1.75114 -0.780
N -2.65102 -0.43607 -2.88850 0.377
C -1.24030 -0.12282 -3.15126 0.058
C -0.93209 0.61752 -4.48114 -0.804
C -2.42475 0.77383 -5.01449 -0.622
C -3.43358 0.10178 -4.01694 -0.326
H 1.81147 -1.07796 -0.93233 0.151
H 3.39849 -2.19348 -0.71240 0.241
H 1.96160 -2.87231 -3.24766 0.355
H -1.59317 -5.26689 -1.40146 0.304
H -2.83686 -5.43730 -2.79044 0.339
H -1.96905 -3.00206 -3.65538 0.234
H -1.22422 -2.71864 -1.98873 -0.091
H -4.22135 -2.87592 -2.86122 0.289
H -3.85550 -3.26307 -1.06139 0.317
H -4.34456 -0.71918 -1.54118 0.301
H -2.66813 -0.99102 -0.78245 0.254
H -0.50795 -0.46879 -2.35037 0.488
H 0.05532 0.94856 -4.94034 0.365
H -2.67120 1.29718 -5.99729 0.285
H -4.58275 0.03705 -4.09199 0.324
C 1.17815 3.01422 -2.64399 -0.275
C 1.88151 4.14666 -2.68884 -0.412
C 3.34104 4.15251 -2.45640 0.306
O 3.98446 5.18778 -2.49523 -0.629
C 3.99114 2.85529 -2.17397 -0.316
C 3.28795 1.72291 -2.12905 -0.486
C 1.82852 1.71763 -2.36153 0.137
O 1.18560 0.68377 -2.32281 -0.285
H 0.10822 2.99131 -2.81109 0.530
H 1.42088 5.10496 -2.89499 0.431
H 5.06091 2.87776 -2.00680 0.450
H 3.74840 0.76411 -1.92277 0.489
C 4.35313 6.72012 1.41162 -0.379
C 3.70553 5.68105 0.88243 0.039
C 2.78637 4.85684 1.69347 0.412
O 2.19611 3.90627 1.21090 -0.518
C 2.61070 5.22866 3.11350 -0.465
C 3.25836 6.26769 3.64282 -0.335
C 4.17807 7.09252 2.83070 0.311
O 4.76880 8.04354 3.31305 -0.602
H 5.03083 7.33396 0.83179 0.455
H 3.82204 5.39547 -0.15545 0.183
H 1.93294 4.61433 3.69322 0.431
H 3.14175 6.55313 4.68118 0.455
C -8.72531 -1.79094 -1.50306 -0.413
C -9.39898 -2.34192 -0.49225 -0.419
C -8.83890 -2.37397 0.87500 0.406
O -9.45206 -2.87837 1.79820 -0.579
C -7.50522 -1.77088 1.07896 -0.399
C -6.83155 -1.21983 0.06863 -0.236
C -7.39144 -1.18773 -1.29890 0.439
O -6.77799 -0.68296 -2.22275 -0.518
H -9.12007 -1.75937 -2.51091 0.430
H -10.37726 -2.78727 -0.62461 0.418
H -7.11059 -1.80238 2.08693 0.488
H -5.85339 -0.77427 0.20158 0.468
C 7.25900 5.66426 5.91795 -0.383
C 7.13638 6.05520 4.64835 -0.283
C 7.50300 5.15950 3.53124 0.417
O 7.39326 5.51667 2.37130 -0.545
C 8.00897 3.81372 3.87500 -0.389
C 8.13163 3.42267 5.14451 -0.350
C 7.76498 4.31861 6.26182 0.355
O 7.87478 3.96163 7.42051 -0.551
H 6.99577 6.30768 6.74826 0.428
H 6.76674 7.03721 4.37931 0.465
H 8.27213 3.17034 3.04459 0.419
H 8.50122 2.44080 5.41343 0.406
C -7.23916 1.62433 5.68890 -0.325
C -7.51083 1.76335 4.39035 -0.408
C -8.48504 0.88249 3.71245 0.464
O -8.73226 1.00724 2.52638 -0.558
C -9.14746 -0.15680 4.52862 -0.242
C -8.87577 -0.29588 5.82729 -0.339
C -7.90158 0.58497 6.50546 0.337
O -7.65447 0.46017 7.69069 -0.545
H -6.52799 2.26015 6.20136 0.406
H -7.03513 2.51977 3.77826 0.419
H -9.85865 -0.79282 4.01592 0.382
H -9.35144 -1.05231 6.43921 0.415
C 4.35666 -7.07932 -3.10860 -0.291
C 5.08423 -5.96264 -3.16035 -0.261
C 6.54375 -5.98700 -2.92991 0.276
O 7.20874 -4.96755 -2.97494 -0.549
C 7.16625 -7.29673 -2.64154 -0.383
C 6.43878 -8.41357 -2.58975 -0.382
C 4.97871 -8.38885 -2.82029 0.299
O 4.31426 -9.40835 -2.77504 -0.552
H 3.28696 -7.07861 -3.27423 0.538
H 4.64360 -4.99584 -3.37106 0.489
H 8.23645 -7.29647 -2.47600 0.407
H 6.87889 -9.38055 -2.37908 0.409
```

## Properties
HOMO energy, eV: -7.3
HOMO-LUMO gap, eV: 5.45
LUMO energy, eV: -1.869
Total energy, eV: -91354.635


# 2
Molecular formula: C4H8O3Tb
Method: DFT, ωB97M-V/def2-TZVPD

```
16
Properties=species:S:1:pos:R:3:lowdin_spin:R:1
C -1.04141 1.36904 0.19283 0.016
H -1.77531 1.05172 0.94472 0.001
H -1.50851 2.11079 -0.47323 0.003
H -0.24559 2.12322 0.33824 0.000
O -1.50723 0.22510 -1.50908 -0.248
C -0.68530 0.34970 -2.69678 -0.456
H -1.18363 -0.18265 -3.53070 -0.026
H -0.42694 1.40862 -2.91228 -0.029
O 1.50248 -2.27008 0.31293 0.032
C 1.42542 -1.83749 1.45471 0.007
C 0.83272 -0.49518 1.73262 0.003
O 0.51419 0.13579 0.54670 0.021
Tb 0.84390 -0.94356 -1.42411 6.676
H 1.70448 -2.47427 2.31225 0.000
H 1.58736 0.08150 2.30701 0.000
H -0.03663 -0.65223 2.40416 0.000
```

## Properties
HOMO energy (spin up / spin down), eV: -12.0 / -11.1
Net charge: +1
HOMO-LUMO gap (spin up / spin down), eV: 7.39 / 6.99
LUMO energy (spin up / spin down), eV: -4.657 / -4.150
Multiplicity: 7
Total energy, eV: -32841.158


# 3
Molecular formula: C32H46FeN3O5SSi
Method: DFT, ωB97M-V/def2-TZVPD

```
89
Properties=species:S:1:pos:R:3:lowdin_spin:R:1
Fe 0.59716 -0.63404 0.01274 3.685
O 0.91223 -1.51978 1.85516 0.055
N 2.08807 -1.41871 2.43509 0.007
C 2.16223 -1.42560 3.78117 0.001
C 3.36302 -1.30831 4.42568 0.002
C 4.53189 -1.18023 3.67122 0.000
C 4.44029 -1.15058 2.29870 0.004
C 3.20375 -1.26047 1.65475 0.011
S 2.98373 -1.14050 -0.03772 0.067
H 1.21382 -1.53487 4.28554 0.000
H 3.38919 -1.31610 5.50512 0.000
H 5.49271 -1.10442 4.16084 0.000
H 5.31371 -1.02942 1.67497 0.001
O -0.31750 -0.78059 -3.01577 0.124
C -0.43004 -0.33087 -1.89414 0.094
O 0.45092 0.70251 -1.50660 0.064
C -1.46743 -0.72407 -0.96356 0.186
C -2.57658 -1.40110 -1.53249 0.008
C -3.66485 -1.65823 -0.76679 0.114
C -3.64444 -1.32442 0.63444 0.049
C -4.72929 -1.57002 1.47691 0.013
C -4.64841 -1.32743 2.83637 0.062
C -3.45227 -0.86126 3.37628 0.018
C -2.36956 -0.58557 2.56620 0.051
C -2.45110 -0.76457 1.17396 0.023
N -1.40958 -0.40813 0.36954 0.271
H -2.53525 -1.63404 -2.58737 -0.002
H -4.55108 -2.12078 -1.18257 0.007
H -5.63856 -1.96873 1.04191 -0.001
H -5.49984 -1.52085 3.47518 0.004
H -3.36837 -0.71673 4.44627 0.000
H -1.43792 -0.24307 2.99026 0.002
C 2.43533 2.28784 1.35450 0.001
C 0.96186 2.61092 1.05897 0.006
C 0.77276 4.11579 1.31288 0.001
C 0.12510 1.87757 2.11521 0.004
Si 0.47550 2.22689 -0.80619 0.009
C 1.88212 2.87729 -1.99586 0.000
C 3.08000 1.91239 -1.97214 0.000
C 2.39797 4.28452 -1.66464 0.000
C 1.37778 2.88206 -3.44907 0.001
C -1.25011 3.05857 -1.20439 0.001
C -2.29563 2.90511 -0.08624 0.001
C -1.08132 4.56425 -1.46805 0.000
C -1.86868 2.43782 -2.46943 0.005
H 2.62097 2.37537 2.43081 0.000
H 3.10977 2.97832 0.84766 0.000
H 2.69975 1.27994 1.05062 0.001
H 1.18559 4.35679 2.29623 0.000
H -0.28143 4.39240 1.31944 0.000
H 1.28581 4.72915 0.57281 0.000
H 0.35205 2.29245 3.10380 0.000
H 0.35530 0.81659 2.13565 0.002
H -0.94322 1.98316 1.94324 0.000
H 3.56934 1.86814 -1.00027 0.000
H 3.82276 2.24704 -2.70343 0.000
H 2.77969 0.90219 -2.24881 0.000
H 2.91498 4.30776 -0.70461 0.000
H 1.59076 5.01806 -1.64077 0.000
H 3.11495 4.60362 -2.42785 0.000
H 0.97854 1.90601 -3.73340 0.000
H 2.21484 3.10329 -4.11803 0.000
H 0.61607 3.64278 -3.62164 0.000
H -2.02666 3.46858 0.80781 0.000
H -2.44860 1.86300 0.19023 0.001
H -3.25285 3.29832 -0.44357 0.000
H -0.65168 5.08552 -0.61219 0.000
H -2.06102 5.00635 -1.67343 0.000
H -0.44858 4.74839 -2.33542 0.000
H -2.12075 1.38882 -2.32121 0.002
H -1.21111 2.50665 -3.33513 0.000
H -2.79607 2.96660 -2.71043 0.000
O 1.62406 -3.07659 -2.36537 0.003
C 0.91743 -3.50522 -1.50734 0.002
O 0.40496 -2.73048 -0.52068 0.034
C 0.43634 -4.94809 -1.37753 0.002
N -0.00813 -5.20040 0.00577 0.000
C -1.38203 -5.74556 -0.01419 0.000
C -1.61494 -6.19350 -1.45360 0.000
C -0.82559 -5.14954 -2.24315 0.000
H 1.23249 -5.61702 -1.70418 0.000
H 0.05379 -3.37517 0.14744 0.000
H 0.63318 -5.79873 0.50383 0.000
H -2.08191 -4.94588 0.24617 0.000
H -1.50048 -6.54472 0.71622 0.000
H -2.67197 -6.21551 -1.71438 0.000
H -1.19065 -7.18674 -1.61758 0.000
H -1.38800 -4.21458 -2.30538 0.000
H -0.57109 -5.46760 -3.25100 0.000
```

## Properties
HOMO energy (spin up / spin down), eV: -5.6 / -8.0
Energy relative to the best compared isomer or geometry (same formula, charge and spin), kcal per mole: 8.1
HOMO-LUMO gap (spin up / spin down), eV: 5.98 / 7.94
LUMO energy (spin up / spin down), eV: 0.426 / -0.097
Multiplicity: 6
Total energy, eV: -101739.339


# 4
Molecular formula: C2H6N2
Method: DFT, ωB97M-V/def2-TZVPD

```
10
Properties=species:S:1:pos:R:3:nbo_charge:R:1
C -0.05331 0.09999 0.45387 0.037
C 1.29525 -0.08490 -0.28125 -0.632
N -1.10271 0.62012 -0.38953 -0.220
N -1.20718 -0.70624 0.07746 -0.477
H -0.10503 0.52716 1.37634 0.184
H 1.09062 -0.81860 -1.06486 0.214
H 1.95866 -0.43497 0.41671 0.214
H 1.75063 0.82413 -0.66327 0.227
H -2.42599 1.49913 0.56522 0.080
H -1.20094 -1.52583 -0.49070 0.374
```

## Properties
HOMO energy (spin up / spin down), eV: -8.9 / -8.8
Energy relative to the best compared isomer or geometry (same formula, charge and spin), kcal per mole: 145.0
HOMO-LUMO gap (spin up / spin down), eV: 9.13 / 9.03
LUMO energy (spin up / spin down), eV: 0.192 / 0.227
Total energy, eV: -5145.630


# 5
Molecular formula: C6H6GaO3
Method: DFT, ωB97M-V/def2-TZVPD

```
16
Properties=species:S:1:pos:R:3:lowdin_spin:R:1
O -4.03202 0.30286 0.75215 0.616
C -3.55580 0.32711 -0.39937 0.006
O -4.11883 0.52497 -1.49268 0.566
C 0.92871 -0.02822 0.86841 0.002
H 0.83828 -0.92904 1.49864 0.000
H 0.27210 0.71574 1.34723 0.000
C 2.36218 0.45943 0.79767 0.002
H 2.44261 1.39143 0.21778 0.000
H 2.73540 0.68244 1.80358 0.000
H 3.03509 -0.31020 0.38661 0.000
C -2.08700 0.11113 -0.48065 -0.228
C -1.08867 -0.76297 -0.45774 0.025
C 0.30460 -0.37709 -0.44401 0.004
O 0.95002 -0.28970 -1.51076 0.005
Ga 2.40432 -0.01668 -2.16475 0.008
H -1.39100 -1.80122 -0.72211 -0.007
```

## Properties
HOMO energy (spin up / spin down), eV: -17.2 / -17.1
Energy relative to the best compared isomer or geometry (same formula, charge and spin), kcal per mole: 0.0
Net charge: +2
HOMO-LUMO gap (spin up / spin down), eV: 4.28 / 3.85
LUMO energy (spin up / spin down), eV: -12.874 / -13.250
Multiplicity: 2
Total energy, eV: -64810.343


Copy entry 4 word for word.
Molecular formula: C2H6N2
Method: DFT, ωB97M-V/def2-TZVPD

```
10
Properties=species:S:1:pos:R:3:nbo_charge:R:1
C -0.05331 0.09999 0.45387 0.037
C 1.29525 -0.08490 -0.28125 -0.632
N -1.10271 0.62012 -0.38953 -0.220
N -1.20718 -0.70624 0.07746 -0.477
H -0.10503 0.52716 1.37634 0.184
H 1.09062 -0.81860 -1.06486 0.214
H 1.95866 -0.43497 0.41671 0.214
H 1.75063 0.82413 -0.66327 0.227
H -2.42599 1.49913 0.56522 0.080
H -1.20094 -1.52583 -0.49070 0.374
```

## Properties
HOMO energy (spin up / spin down), eV: -8.9 / -8.8
Energy relative to the best compared isomer or geometry (same formula, charge and spin), kcal per mole: 145.0
HOMO-LUMO gap (spin up / spin down), eV: 9.13 / 9.03
LUMO energy (spin up / spin down), eV: 0.192 / 0.227
Total energy, eV: -5145.630


Q: total energy of number 2 (C4H8O3Tb)?
A: -32841.158 eV


Q: Which of these has the lowest total energy?
A: C32H46FeN3O5SSi


Q: What is the total energy in the second record?
A: -32841.158 eV